Formula: C5H5Br
Source: OMol25
Level of theory: the ωB97M-V functional and the def2-TZVPD basis

XYZ file:
```
11
Properties=species:S:1:pos:R:3:lowdin_charge:R:1
C -0.075 1.258 0.326 -0.15
C 0.982 1.770 -0.225 0.03
C -1.075 0.242 0.777 -0.17
C -0.470 -0.812 -0.160 -0.13
C 1.002 0.144 -0.608 -0.73
Br 2.731 -0.533 0.077 0.66
H -0.845 0.093 1.863 0.13
H -2.101 0.346 0.323 0.13
H 0.010 -1.694 0.283 0.08
H -1.134 -1.083 -0.913 0.07
H 0.974 0.271 -1.744 0.08
```

Summary:
spin multiplicity	3
Kohn-Sham gap (spin up / spin down)	6.0 / 5.9	eV
maximum force	7.29	eV/Å
energy above the lowest of the compared OMol25 structures with the same formula, charge and spin	78.09	kcal/mol
⟨S²⟩	2.015
LUMO energy (spin up / spin down)	0.784 / -3.939	eV
energy	-75297.912	eV



Formula: C33H32F4N5O2Ti
Source: OMol25
Level of theory: the ωB97M-V functional and the def2-TZVPD basis

XYZ file:
```
77
Properties=species:S:1:pos:R:3:lowdin_charge:R:1
Ti -0.129 0.615 -0.049 0.99
C 3.465 -0.575 -0.085 -0.03
C 2.922 -1.154 -1.363 -0.21
C 3.429 -2.357 -1.843 -0.06
C 2.988 -2.888 -3.046 -0.10
C 2.049 -2.189 -3.788 -0.06
C 1.525 -0.982 -3.331 -0.21
C 0.561 -0.206 -4.181 -0.03
C 1.939 -0.478 -2.098 -0.20
N 1.339 0.684 -1.516 -0.02
C 2.022 1.868 -1.673 -0.47
O 2.831 2.151 -2.550 0.03
C 1.679 2.815 -0.553 -0.22
C 2.134 4.081 -0.374 -0.03
C 1.737 4.806 0.778 -0.08
C 0.876 4.201 1.715 -0.04
C 0.441 2.925 1.501 -0.23
N 0.868 2.220 0.391 -0.05
C -0.423 2.116 2.420 -0.51
O -0.938 2.622 3.412 0.03
N -0.525 0.793 2.009 -0.01
C -0.736 -0.154 3.052 -0.18
C 0.209 -0.227 4.096 -0.20
C 1.429 0.656 4.110 -0.03
C 0.035 -1.146 5.121 -0.07
C -1.042 -2.023 5.128 -0.10
C -1.936 -1.981 4.076 -0.07
C -1.798 -1.064 3.033 -0.20
C -2.834 -1.101 1.939 -0.04
H 3.938 -1.350 0.519 0.08
H 4.213 0.192 -0.308 0.09
H 2.697 -0.091 0.515 0.05
H 4.175 -2.884 -1.258 0.10
H 3.377 -3.834 -3.404 0.09
H 1.708 -2.582 -4.740 0.10
H 0.139 -0.834 -4.968 0.08
H -0.248 0.191 -3.578 0.03
H 1.069 0.645 -4.642 0.09
H 2.789 4.505 -1.125 0.11
H 2.103 5.810 0.944 0.08
H 0.546 4.715 2.610 0.11
H 1.814 0.813 3.102 0.08
H 1.203 1.640 4.525 0.08
H 2.215 0.199 4.713 0.07
H 0.769 -1.182 5.919 0.10
H -1.167 -2.739 5.931 0.09
H -2.768 -2.678 4.043 0.10
H -3.763 -0.624 2.266 0.09
H -2.504 -0.604 1.034 0.02
H -3.068 -2.135 1.675 0.08
C -2.955 2.050 0.086 -0.06
N -1.794 2.042 -0.826 -0.29
C -1.427 3.439 -1.110 -0.06
C -2.175 1.409 -2.106 -0.20
C -2.410 -0.089 -1.980 -0.22
N -1.363 -0.648 -1.130 -0.08
C -1.115 -1.990 -1.109 -0.18
C -0.091 -2.445 -0.262 -0.13
F 0.547 -1.505 0.503 0.05
C 0.313 -3.746 -0.149 -0.22
F 1.328 -4.036 0.680 0.09
C -0.312 -4.744 -0.873 0.05
C -1.345 -4.342 -1.688 -0.22
F -2.014 -5.260 -2.417 0.07
C -1.747 -3.023 -1.808 -0.14
F -2.789 -2.761 -2.635 0.07
H -3.776 2.623 -0.362 0.09
H -2.679 2.501 1.037 0.09
H -3.294 1.037 0.273 0.06
H -2.271 3.952 -1.587 0.09
H -0.568 3.465 -1.777 0.09
H -1.171 3.952 -0.186 0.09
H -1.355 1.601 -2.796 0.10
H -3.078 1.884 -2.510 0.13
H -2.403 -0.500 -2.991 0.11
H -3.411 -0.287 -1.577 0.11
H -0.004 -5.777 -0.804 0.13
```

Summary:
spin multiplicity	3
charge	-1
Kohn-Sham gap (spin up / spin down)	5.3 / 7.8	eV
maximum force	1.16	eV/Å
energy above the lowest of the compared OMol25 structures with the same formula, charge and spin	1.45	kcal/mol
⟨S²⟩	2.028
LUMO energy (spin up / spin down)	2.570 / 2.568	eV
energy	-80276.377	eV



Formula: C10H20N2O8
Source: OMol25
Level of theory: the ωB97M-V functional and the def2-TZVPD basis

XYZ file:
```
40
Properties=species:S:1:pos:R:3:lowdin_charge:R:1
O -2.674 3.827 2.968 0.06
O 0.012 3.777 0.006 0.04
O 5.430 -2.866 -2.610 0.10
O 4.963 -3.178 -0.417 0.13
O 0.710 -0.999 1.371 -0.07
O 3.142 -3.723 -3.594 -0.02
O 1.261 -3.412 0.118 -0.01
O 1.061 -2.471 -2.642 -0.01
C -3.076 2.700 2.723 -0.58
C -1.068 3.240 0.215 -0.48
C 4.629 -3.136 -1.726 -0.42
N -2.118 3.634 -0.520 0.04
N -2.432 1.850 1.925 0.05
C -4.372 2.208 3.323 0.00
C -3.481 3.107 -0.574 -0.06
C -1.135 2.140 1.297 -0.05
C 0.971 -1.038 -0.040 -0.19
C 3.188 -3.464 -2.166 -0.20
C 1.895 -2.215 -0.345 -0.30
C 2.241 -2.294 -1.848 -0.26
H 5.909 -2.967 -0.382 0.14
H 0.303 -0.155 1.630 0.06
H 4.024 -3.509 -3.969 0.11
H 0.906 -3.236 1.010 0.10
H 1.317 -3.008 -3.420 0.10
H -1.902 4.399 -1.140 0.14
H -2.843 0.943 1.777 0.14
H -4.168 1.365 3.979 0.08
H -4.822 3.016 3.899 0.09
H -5.051 1.907 2.528 0.08
H -3.472 2.017 -0.563 0.08
H -3.964 3.440 -1.494 0.09
H -4.057 3.484 0.274 0.08
H -0.428 2.419 2.079 0.14
H -0.779 1.226 0.827 0.10
H 1.450 -0.106 -0.359 0.13
H 0.032 -1.143 -0.595 0.13
H 2.856 -4.355 -1.624 0.17
H 2.815 -2.063 0.225 0.14
H 2.727 -1.358 -2.148 0.16
```

Summary:
SMILES string	O=C(O)[C@H](O)[C@@H](O)[C@H](O)CO.CNC(=O)CNC(C)=O
Kohn-Sham gap	10.0	eV
maximum force	1.96	eV/Å
energy above the lowest of the compared OMol25 structures with the same formula, charge and spin	15.32	kcal/mol
LUMO energy	0.310	eV
energy	-30054.886	eV



Formula: C2H10N2
Source: OMol25
Level of theory: the ωB97M-V functional and the def2-TZVPD basis

XYZ file:
```
14
Properties=species:S:1:pos:R:3:lowdin_charge:R:1
N 1.951 -1.230 -1.309 0.01
H 1.159 -1.859 -1.355 -0.01
H 1.695 -0.513 -0.636 -0.02
H 2.703 -1.746 -0.867 0.00
C -1.096 1.358 -0.304 -0.10
C -0.846 -0.025 0.320 -0.37
N 0.140 0.005 1.383 -0.02
H -0.248 1.666 -0.920 0.07
H -1.278 2.059 0.505 0.07
H -1.936 1.270 -0.986 0.07
H -0.548 -0.756 -0.431 0.07
H -1.835 -0.344 0.684 0.10
H -0.012 -0.762 2.026 0.07
H 0.151 0.878 1.889 0.06
```

Summary:
SMILES string	CCN.N
Kohn-Sham gap	10.4	eV
maximum force	1.30	eV/Å
energy above the lowest of the compared OMol25 structures with the same formula, charge and spin	1.40	kcal/mol
LUMO energy	1.092	eV
energy	-5216.291	eV



Formula: C6H10
Source: OMol25
Level of theory: the ωB97M-V functional and the def2-TZVPD basis

XYZ file:
```
16
Properties=species:S:1:pos:R:3:lowdin_charge:R:1
C 0.910 0.251 -1.160 -0.09
C 0.739 0.033 0.344 -0.44
C 0.537 1.371 1.055 -0.09
C -0.390 -0.975 0.682 -0.19
C -1.548 -0.965 -0.218 -0.16
C -2.404 -1.151 -1.045 0.11
H 1.761 0.915 -1.352 0.08
H 0.014 0.718 -1.585 0.08
H 1.081 -0.688 -1.697 0.08
H 1.664 -0.414 0.733 0.13
H 0.458 1.242 2.141 0.07
H 1.383 2.041 0.860 0.08
H -0.374 1.872 0.704 0.08
H -0.013 -2.002 0.606 0.12
H -0.698 -0.844 1.727 0.11
H -3.119 -1.403 -1.794 0.02
```

Summary:
SMILES string	C#CCC(C)C
Kohn-Sham gap	10.9	eV
maximum force	0.53	eV/Å
energy above the lowest of the compared OMol25 structures with the same formula, charge and spin	34.56	kcal/mol
LUMO energy	1.063	eV
energy	-6382.361	eV



Formula: C4H4IN2O5P
Source: OMol25
Level of theory: the ωB97M-V functional and the def2-TZVPD basis

XYZ file:
```
17
Properties=species:S:1:pos:R:3:lowdin_charge:R:1
C -2.061 -1.178 -0.730 -0.57
C -0.779 -1.079 1.190 -0.57
C -0.901 -0.508 -1.001 -0.07
C 1.083 0.092 0.365 -0.70
N -1.983 -1.479 0.658 0.15
N -0.135 -0.469 0.164 -0.14
O 0.364 2.761 0.645 -0.39
O 1.376 2.126 -1.570 -0.20
O -3.075 -1.494 -1.412 -0.14
O -0.386 -1.164 2.329 0.00
O 2.855 2.155 0.569 -0.44
P 1.464 1.921 0.071 0.15
I 2.900 -0.967 -0.437 0.50
H -0.449 -0.314 -1.978 0.10
H 0.809 1.445 -1.811 -0.04
H 1.608 0.187 1.649 0.17
H -2.689 -2.037 1.300 0.20
```

Summary:
charge	-2
Kohn-Sham gap	4.9	eV
maximum force	5.43	eV/Å
energy above the lowest of the compared OMol25 structures with the same formula, charge and spin	35.94	kcal/mol
LUMO energy	4.758	eV
energy	-34822.531	eV



Formula: C6H12N3O3S
Source: OMol25
Level of theory: the ωB97M-V functional and the def2-TZVPD basis

XYZ file:
```
25
Properties=species:S:1:pos:R:3:lowdin_charge:R:1
C 1.067 -0.915 -0.610 -0.46
C 2.501 1.182 -0.432 -0.46
C -1.061 -2.098 -0.221 -0.16
C -1.933 -1.276 0.800 -0.15
C -1.250 1.087 0.516 -0.22
C -1.704 2.310 0.375 0.04
N -0.214 -1.156 -0.887 0.01
N 1.631 0.209 -1.191 0.18
N -2.163 0.041 0.303 -0.06
O 2.430 2.300 -1.159 0.12
O 2.692 1.051 0.757 0.10
O 3.245 -1.456 0.602 -0.38
S 1.687 -1.925 0.672 1.13
H -0.480 -2.780 0.319 0.06
H -1.598 -2.654 -0.890 0.10
H -2.984 -1.674 1.013 0.16
H -1.462 -1.449 1.729 0.10
H -0.310 0.860 0.779 0.06
H -1.118 3.181 0.408 0.05
H -2.691 2.338 0.003 0.05
H -0.729 -0.353 -1.386 0.20
H 3.311 -0.762 1.258 0.03
H 1.513 0.482 -2.095 0.12
H 2.678 3.161 -0.591 0.23
H -3.057 0.294 -0.073 0.13
```

Summary:
charge	+1
Kohn-Sham gap	7.7	eV
maximum force	5.52	eV/Å
energy above the lowest of the compared OMol25 structures with the same formula, charge and spin	6.86	kcal/mol
LUMO energy	-4.005	eV
energy	-27855.691	eV